[1]
Molecular formula: C30H50GaP4Se
Method: DFT, ωB97M-V/def2-TZVPD

total energy	-6863.69625	hartree
ΔE to the lowest compared entry with this formula, charge and spin	1.5325	eV
molecular weight	683.31	Da

```
! wB97M-V def2-TZVPD RIJCOSX def2/J DEFGRID3
* xyz 3 1
Ga 0.7381 0.7005 0.5243
P -1.9191 -0.4989 -1.9655
P 0.2034 -2.6653 0.0232
P 0.6750 2.1695 -1.2424
H 4.5192 -0.5815 1.5472
C 3.9077 0.3045 1.2792
C 2.5003 0.3278 1.5076
H 2.0730 -0.5090 2.1007
C -1.9136 -1.2966 -3.6442
C -3.1322 -1.6946 -1.1917
C -3.1738 0.8059 -2.3786
C 1.8677 -3.1504 0.6581
C -0.8297 -3.6167 1.2231
C 0.1420 -3.9125 -1.3415
C 2.3518 2.8555 -1.1059
C -0.4718 3.4962 -0.7573
C 0.4714 2.0493 -3.0389
H 4.4342 1.2614 1.1145
H 2.2232 1.3708 1.8863
H -2.9555 -1.3490 -3.9911
H -1.4979 -2.3089 -3.5769
H -1.3299 -0.7103 -4.3620
H -4.0965 -1.5356 -1.7093
H -3.2668 -1.4873 -0.1205
H -2.8171 -2.7364 -1.3314
H -4.0610 0.2640 -2.7392
H -2.8108 1.4557 -3.1788
H -3.4487 1.3972 -1.4995
H 1.9755 -4.2387 0.5830
H 1.9308 -2.8447 1.7054
H 2.6694 -2.6667 0.0887
H -1.1684 -4.5713 0.7996
H -1.7041 -3.0169 1.4937
H -0.2590 -3.8114 2.1372
H 0.3668 -4.9038 -0.9225
H 0.8952 -3.6675 -2.1029
H -0.8517 -3.9231 -1.8090
H 2.3209 3.7262 -1.7672
H 3.1134 2.1398 -1.4427
H 2.5790 3.1605 -0.0803
H -0.4226 4.2108 -1.5842
H -0.1440 3.9682 0.1750
H -1.4992 3.1332 -0.6308
H 0.6972 3.0629 -3.3990
H -0.5533 1.7713 -3.3133
H 1.1989 1.3409 -3.4536
C 4.3051 -0.8714 -3.0481
C 5.0912 -0.7119 -1.8968
C 6.3965 -0.2016 -2.0092
C 6.9612 0.1295 -3.2405
C 6.1230 0.0486 -4.3513
C 4.7949 -0.3605 -4.2633
Se 2.7292 -1.9876 -3.2232
H 2.0824 -1.7902 -1.9275
H 4.6823 -0.9965 -0.9386
H 6.9948 -0.0865 -1.1196
H 7.9920 0.4988 -3.3083
H 6.5393 0.2303 -5.3334
H 4.1594 -0.4029 -5.1508
C -0.3898 2.1943 3.6570
P -1.1019 1.1443 2.3118
C -1.5903 -0.3518 3.2736
C -0.5953 -1.0658 3.9697
C -0.9087 -2.1884 4.7432
C -2.2291 -2.6416 4.7941
C -3.2210 -1.9833 4.0646
C -2.9071 -0.8376 3.3167
C -2.6852 2.0158 1.9577
C -3.6945 1.4235 1.1691
C -4.8989 2.0964 0.9395
C -5.0665 3.4174 1.3551
C -4.0332 4.0456 2.0521
C -2.8474 3.3634 2.3328
H 0.5973 1.8212 3.9598
H -1.0383 2.2442 4.5588
H -0.2450 3.2224 3.3008
H 0.4445 -0.7408 3.8835
H -0.1198 -2.7049 5.2954
H -2.4762 -3.5016 5.4194
H -4.2449 -2.3620 4.0830
H -3.7088 -0.3651 2.7587
H -3.5403 0.4388 0.7308
H -5.6902 1.6032 0.3737
H -6.0001 3.9408 1.1602
H -4.1331 5.0835 2.3505
H -2.0547 3.9154 2.8329
*
```

Atomic partial charges in e from the Löwdin method, atoms 1 to 4: atom 1 (Ga): 0.5029, atom 2 (P): 0.7489, atom 3 (P): 0.8073, atom 4 (P): 0.7216

---

[2]
Molecular formula: C30H50HgO16S6
Method: DFT, ωB97M-V/def2-TZVPD

total energy	-4919.09262	hartree
ΔE to the lowest compared entry with this formula, charge and spin	8.5045	eV
molecular weight	1059.71	Da

```
! wB97M-V def2-TZVPD RIJCOSX def2/J DEFGRID3
* xyz 0 1
Hg 0.3373 -0.5658 0.0399
C 4.3407 4.0288 -0.0791
C 3.7546 2.7702 -0.2923
C 4.1583 1.9750 -1.5962
O 3.6693 0.8367 -1.7235
C 5.0560 2.6050 -2.5708
C 5.5150 3.8453 -2.3045
C 5.1215 4.5762 -1.0263
O 5.5996 5.7219 -0.6496
O 6.0735 4.4698 -3.3322
O 2.9929 2.2389 0.4476
H 4.0866 4.5781 0.8154
H 5.2523 2.0958 -3.5028
C -2.4245 6.4728 -1.6261
C -1.8759 7.1174 -0.3497
C -1.4568 5.9578 0.4992
S -2.5863 4.5613 0.2732
O -3.5063 4.5103 1.3475
O -1.7555 3.4160 -0.1999
C -3.3704 5.3303 -1.1739
H -1.6746 6.0901 -2.3184
H -3.0823 7.1125 -2.2143
H -2.6656 7.5950 0.2302
H -1.0955 7.8619 -0.5071
H -1.3192 6.1666 1.5601
H -0.5410 5.4856 0.1436
H -4.3225 5.7377 -0.8338
H -3.5843 4.5329 -1.8858
C -7.5345 -2.2369 1.1199
C -6.9584 -3.6156 0.6505
C -6.2599 -3.2932 -0.6676
S -5.3916 -1.6761 -0.4666
O -5.7472 -0.7756 -1.5611
O -4.0160 -1.8930 -0.0012
C -6.4078 -1.2612 0.9985
H -7.9026 -2.2740 2.1452
H -8.3183 -1.7539 0.5364
H -7.6848 -4.4184 0.5238
H -6.3207 -3.9828 1.4546
H -7.0025 -3.1297 -1.4486
H -5.6694 -4.0725 -1.1492
H -6.8201 -0.2557 0.9147
H -5.8547 -1.4293 1.9226
C 6.6904 -0.7898 3.7709
C 6.0688 -1.2785 5.0893
C 5.4413 -2.6894 4.9023
S 5.0146 -2.8697 3.1070
O 3.7504 -2.2059 2.7711
O 5.3466 -4.2446 2.6081
C 6.4558 -1.7406 2.5997
H 7.7271 -0.5737 4.0293
H 6.2332 0.1837 3.5938
H 5.1557 -0.7037 5.2440
H 6.6468 -1.1654 6.0065
H 4.5620 -3.0510 5.4353
H 6.2295 -3.4244 5.0659
H 6.2947 -1.2877 1.6214
H 7.3024 -2.4261 2.5625
C -0.4443 2.3361 -7.2149
C -1.5471 1.5228 -7.7900
C -1.9042 0.3764 -6.8025
S -0.3319 -0.0414 -5.8929
O 0.2826 -1.2465 -6.4142
O -0.6179 0.1274 -4.4696
C 0.5911 1.4735 -6.5271
H -0.8814 3.0296 -6.4966
H 0.0832 2.9119 -7.9754
H -1.1880 1.0027 -8.6780
H -2.3786 2.2013 -7.9806
H -2.3190 -0.5527 -7.1934
H -2.5803 0.7392 -6.0283
H 1.3129 1.1656 -7.2836
H 1.1544 1.8627 -5.6790
C 1.5998 -8.4881 -1.4474
C 1.7788 -8.3557 -2.9853
C 1.5912 -6.8473 -3.3349
S 0.2434 -6.2047 -2.2222
O -1.0599 -6.2370 -2.9126
O 0.6746 -4.9839 -1.4865
C 0.4021 -7.6217 -1.0622
H 2.4649 -8.0281 -0.9698
H 1.5515 -9.5034 -1.0538
H 1.0502 -8.9617 -3.5239
H 2.7582 -8.7168 -3.2991
H 1.3908 -6.4859 -4.3435
H 2.4892 -6.3288 -2.9989
H -0.5640 -8.1040 -1.2108
H 0.3052 -7.2929 -0.0275
C -1.9174 2.4659 7.3271
C -1.1918 3.4820 6.3976
C -0.0201 2.7175 5.7184
S -0.5907 0.9403 5.5566
O 0.2998 0.1449 6.3540
O -0.9524 0.5564 4.1978
C -2.1761 1.1589 6.5725
H -2.8086 2.9243 7.7558
H -1.2728 2.3263 8.1949
H -0.8285 4.3853 6.8878
H -1.9106 3.8023 5.6433
H 0.8334 2.6797 6.3953
H 0.2931 3.1228 4.7563
H -2.4707 0.2877 7.1577
H -2.9218 1.4678 5.8400
*
```

Atomic partial charges in e from the Löwdin method, atoms 1 to 4: atom 1 (Hg): 0.2151, atom 2 (C): 0.1511, atom 3 (C): -0.3380, atom 4 (C): -0.2457

---

[3]
Molecular formula: C30H50InN6SSbSi3
Method: DFT, ωB97M-V/def2-TZVPD

total energy	-3198.38029	hartree
molecular weight	847.68	Da

```
! wB97M-V def2-TZVPD RIJCOSX def2/J DEFGRID3
* xyz 2 1
In 0.7114 -1.2797 -0.6614
C 0.1036 1.3758 3.6018
Sb -0.5818 0.3748 1.8184
C 1.4555 -0.4644 1.3215
C 2.5103 0.3475 0.7133
C 3.3897 1.1322 1.4722
C 4.3934 1.8358 0.8351
C 4.5031 1.7787 -0.5496
C 3.6177 0.9741 -1.2358
N 2.6667 0.2668 -0.6197
Si 2.1286 -1.8893 2.4047
C 2.8884 -1.2665 4.0120
C 3.4498 -2.7664 1.3773
C 0.6927 -3.0570 2.7754
C -1.1939 2.0801 0.4993
C -0.8896 1.8720 -0.9450
C -1.3658 2.8259 -1.8703
C -1.0884 2.7321 -3.2117
C -0.3075 1.6723 -3.6670
C 0.0909 0.7485 -2.7396
N -0.2038 0.8158 -1.4209
Si -3.1337 1.8915 0.6673
C -3.6595 1.6098 2.4565
C -3.5366 0.3639 -0.3847
C -4.1020 3.3835 0.0476
Si -0.5757 3.8381 1.0586
C -0.9856 5.3034 -0.0627
C -1.3130 4.2994 2.7311
C 1.3057 3.7772 1.0308
H 0.7270 0.6635 4.1358
H -0.7504 1.6218 4.2310
H 0.6665 2.2789 3.3885
H 3.2705 1.1748 2.5453
H 5.0802 2.4376 1.4163
H 5.2706 2.3285 -1.0744
H 3.6666 0.8646 -2.3127
H 3.7546 -0.6255 3.8467
H 3.2334 -2.1319 4.5836
H 2.1743 -0.7298 4.6361
H 4.4273 -2.2988 1.5107
H 3.2165 -2.7341 0.3116
H 3.5431 -3.8141 1.6710
H -0.2414 -2.5201 2.9523
H 0.9090 -3.6476 3.6678
H 0.5321 -3.7554 1.9518
H -1.9650 3.6414 -1.5008
H -1.4658 3.4770 -3.9003
H -0.0279 1.5738 -4.7060
H 0.6906 -0.1018 -3.0506
H -3.2142 0.7250 2.9149
H -4.7434 1.4796 2.4834
H -3.4273 2.4751 3.0800
H -2.8529 -0.4609 -0.1649
H -3.4498 0.5964 -1.4494
H -4.5559 0.0140 -0.2099
H -3.6650 4.3231 0.3891
H -5.1129 3.3326 0.4573
H -4.1933 3.4154 -1.0387
H -2.0536 5.4629 -0.2202
H -0.4960 5.2495 -1.0357
H -0.6038 6.1962 0.4391
H -2.2424 4.8552 2.5890
H -0.6220 4.9619 3.2575
H -1.5249 3.4557 3.3834
H 1.6631 3.3527 0.0878
H 1.7217 3.1868 1.8414
H 1.7147 4.7865 1.1144
N 1.6335 -5.4036 -1.8539
C 2.7926 -4.9764 -2.4499
C 2.7882 -3.6180 -2.3483
N 1.6461 -3.2250 -1.7045
C 0.9644 -4.3188 -1.4113
C -0.2885 -4.2623 -0.6983
N -0.7691 -3.1221 -0.2432
C -1.9468 -3.4000 0.3902
C -2.1855 -4.7402 0.3100
N -1.1259 -5.2718 -0.3782
H 1.3679 -6.3700 -1.7548
H 3.4980 -5.6551 -2.8958
H 3.5313 -2.9092 -2.6709
H -2.5340 -2.6335 0.8675
H -2.9944 -5.3382 0.6913
H -1.0285 -6.2476 -0.6064
C -2.8288 -1.9439 -3.2983
S -1.0783 -2.3862 -3.1643
C -0.5697 -2.1032 -4.8784
H -2.9336 -0.9245 -3.6645
H -3.2661 -2.0261 -2.3055
H -3.3155 -2.6419 -3.9758
H -1.0939 -2.8043 -5.5234
H 0.5019 -2.2848 -4.9345
H -0.7901 -1.0793 -5.1753
*
```

Atomic partial charges in e from the Löwdin method, atoms 1 to 4: atom 1 (In): 0.8579, atom 2 (C): -0.2747, atom 3 (Sb): 1.4200, atom 4 (C): -0.5314